(1)
{
  "formula": "C21H29N3O5S",
  "method": "ωB97M-V/def2-TZVPD",
  "gap_ev": 8.6,
  "e_above_lowest_kcal_mol": 480.6,
  "homo_energy_ev": -8.7323,
  "species": ["O", "C", "N", "H", "C", "C", "C", "C", "C", "C", "H", "H", "H", "H", "H", "H", "H", "H", "H", "H", "H", "C", "N", "C", "O", "O", "C", "C", "C", "C", "C", "C", "H", "H", "S", "O", "O", "N", "C", "H", "C", "H", "C", "H", "C", "C", "H", "C", "H", "H", "H", "H", "H", "H", "H", "H", "H", "H", "H"],
  "xyz": [[2.36533, -3.09304, -0.62885], [1.99443, -2.53409, -1.76174], [0.99384, -2.75764, -2.57845], [0.69423, -2.13197, -3.25356], [-0.30834, -3.62511, -2.05842], [-0.79158, -4.23633, -3.16512], [-1.62036, -3.25149, -3.77367], [-2.68691, -2.48953, -3.10604], [-1.97283, -1.84467, -1.86955], [-1.15549, -3.02582, -1.11013], [-1.58069, -3.67406, -0.74155], [-0.55268, -2.36295, -0.28847], [-2.90412, -1.53386, -1.15858], [-1.21968, -1.13955, -2.21080], [-3.31884, -1.75757, -3.62406], [-3.27028, -3.40473, -2.55415], [-2.22083, -3.75907, -4.75798], [-0.98292, -2.41296, -4.28933], [-1.33168, -5.05907, -3.11579], [0.11796, -4.64253, -3.87722], [0.39481, -4.34591, -1.49476], [3.00734, -1.20508, -2.07452], [2.22133, -0.00199, -2.02115], [1.25623, 0.38814, -2.74757], [0.79921, 0.08832, -4.11432], [0.57117, 1.51140, -2.44428], [0.99529, 1.74767, -1.09420], [1.01044, 2.86380, -0.38073], [1.66645, 2.77842, 1.04240], [2.59204, 1.74982, 1.20541], [2.92124, 0.87469, 0.17293], [2.02968, 0.91283, -0.95546], [3.62877, 0.03110, 0.43603], [3.00743, 1.88012, 2.15837], [1.18302, 3.98959, 2.24534], [0.87104, 5.16114, 1.47105], [2.29488, 4.20110, 2.91656], [0.19320, 3.07589, 3.17701], [-1.29292, 3.55192, 2.70253], [-1.21663, 3.78373, 1.70325], [-2.28833, 2.24006, 3.17110], [-3.11220, 2.71733, 3.02043], [-2.01776, 1.11407, 2.53762], [-2.33688, 1.10598, 1.47995], [-0.53288, 0.74570, 2.59698], [-0.02795, 0.78744, 3.88516], [0.89549, 0.22965, 4.09020], [0.23040, 2.25602, 4.17310], [-0.18077, 2.87754, 4.92316], [1.49732, 2.66826, 4.44794], [-0.62574, 0.59059, 4.67653], [0.07569, 1.09627, 1.76570], [-0.53007, -0.53440, 2.22271], [-2.69705, 0.19642, 2.92791], [-2.29353, 2.12570, 4.19978], [-1.45304, 4.33692, 3.26064], [0.08535, 3.63865, -0.44748], [3.82256, -1.13476, -1.58642], [3.10679, -1.35805, -3.32543]]
}


(2)
{
  "formula": "C36H33As2F2MnO6S",
  "method": "ωB97M-V/def2-TZVPD",
  "multiplicity": 6,
  "gap_ev": [6.4, 5.7],
  "e_above_lowest_kcal_mol": 83.2,
  "total_charge": -1,
  "homo_energy_ev": [-4.2156, -4.1980],
  "species": ["Mn", "C", "C", "As", "C", "C", "C", "C", "C", "C", "C", "C", "C", "C", "C", "C", "As", "C", "C", "C", "C", "C", "C", "C", "C", "C", "C", "C", "C", "H", "H", "H", "H", "H", "H", "H", "H", "H", "H", "H", "H", "H", "H", "H", "H", "H", "H", "H", "H", "H", "H", "H", "H", "O", "C", "C", "O", "C", "C", "O", "C", "O", "O", "F", "C", "F", "H", "O", "S", "C", "C", "C", "C", "H", "H", "H", "H", "H", "H", "H", "H"],
  "xyz": [[2.09690, 0.27701, -0.61263], [0.45870, -2.77520, 1.17414], [0.91052, -3.29040, -0.13312], [1.22175, -1.88076, -1.46928], [2.16325, -3.01240, -2.75565], [3.52125, -3.24871, -2.54582], [4.21741, -4.11292, -3.37872], [3.56676, -4.74315, -4.43115], [2.21897, -4.50289, -4.64694], [1.51698, -3.64273, -3.81152], [-0.52243, -1.75001, -2.31520], [-1.64121, -2.39438, -1.80300], [-2.89196, -2.19799, -2.37790], [-3.02919, -1.34386, -3.46019], [-1.91544, -0.68931, -3.97151], [-0.66978, -0.89118, -3.40124], [-1.54737, 0.08301, 0.77062], [-2.97529, -0.82016, 1.76485], [-4.19985, -1.12917, 1.17340], [-5.17322, -1.82784, 1.87485], [-4.93358, -2.23526, 3.17981], [-3.71582, -1.94352, 3.77676], [-2.74489, -1.24459, 3.07146], [-2.23627, 1.89757, 0.92548], [-3.51827, 2.23876, 1.35611], [-3.91238, 3.56820, 1.40890], [-3.03469, 4.57610, 1.03219], [-1.75375, 4.24942, 0.60805], [-1.36056, 2.92131, 0.55992], [1.07961, -2.07030, 1.71122], [-0.31498, -3.28101, 1.73485], [0.22602, -4.01644, -0.57223], [1.90430, -3.75262, -0.05842], [4.03323, -2.75927, -1.72869], [5.27071, -4.29034, -3.20488], [4.10908, -5.41757, -5.08115], [1.70561, -4.98445, -5.46962], [0.46354, -3.46207, -3.99335], [-1.55709, -3.04414, -0.94025], [-3.75751, -2.70104, -1.96503], [-4.00556, -1.16824, -3.89285], [-2.02290, 0.00831, -4.79095], [0.18315, -0.34188, -3.78258], [-4.39354, -0.82264, 0.15160], [-6.12083, -2.05314, 1.40129], [-5.68997, -2.78300, 3.72702], [-3.51926, -2.26217, 4.79302], [-1.79262, -1.03017, 3.54411], [-4.21828, 1.46772, 1.65703], [-4.91424, 3.81551, 1.73817], [-3.35042, 5.61086, 1.06056], [-1.06276, 5.02137, 0.29440], [-0.36762, 2.67252, 0.21588], [0.55014, 5.58769, -3.27580], [0.85036, 4.54963, -2.73353], [2.13434, 4.28574, -1.93612], [2.98657, 5.11235, -1.67080], [2.05574, 2.86826, -1.56468], [0.82114, 2.32883, -1.93650], [0.52601, 1.11948, -1.57565], [0.02208, 3.26378, -2.71242], [-1.06623, 3.10585, -3.23789], [2.91444, 2.14525, -0.94380], [3.81283, -1.92791, 0.36276], [3.87028, -0.53014, 0.03077], [4.34550, 0.01883, 1.23636], [4.75505, -0.47497, -0.62145], [1.58467, 0.89859, 1.42070], [2.02276, 2.18144, 2.08446], [3.32855, 1.76509, 3.25379], [2.98984, 2.52892, 4.52474], [1.49979, 2.26963, 4.75871], [0.81003, 2.47944, 3.40881], [4.28912, 1.99527, 2.80372], [3.24968, 0.68490, 3.37832], [3.16471, 3.59860, 4.38286], [3.61041, 2.20438, 5.35964], [1.08124, 2.92548, 5.52197], [1.35682, 1.24083, 5.09273], [0.43830, 3.49460, 3.27725], [-0.00838, 1.78939, 3.19923]]
}


no.,calculated total energy (Ha)
1,-1755.59184
2,-8063.46292